Run w
This record from the Open Molecules 2025 dataset describes a structure of composition CH18O8. The level of theory is ωB97M-V with the def2-TZVPD basis set.

Output
Frontier orbital gap, Eh: 0.306
LUMO level, eV: -0.5
HOMO energy, eV: -8.8078
M, g mol⁻¹: 158.15

ORCA input file:
```
! wB97M-V def2-TZVPD RIJCOSX def2/J DEFGRID3
* xyz 0 1
O -2.730 -0.858 -0.303
O 0.382 -1.310 -0.695
O 3.054 2.159 0.359
O -1.067 -1.766 0.552
O 0.328 0.536 0.975
O -1.884 -0.091 1.482
O -1.450 1.257 -2.488
O -0.466 0.651 -0.906
C 2.603 0.853 0.162
H 0.269 1.121 1.730
H -1.260 0.542 1.835
H -2.609 -0.362 0.506
H 1.778 0.864 -0.551
H 3.663 2.231 1.099
H -0.886 -2.704 0.597
H -0.874 -0.087 -0.453
H 2.244 0.474 1.119
H -1.835 0.381 -2.441
H -0.510 -1.447 -0.159
H 0.943 -1.810 -1.287
H -2.139 -1.606 -0.217
H 0.398 -0.419 -1.045
H -1.340 -0.754 1.057
H 0.217 0.953 -0.306
H 3.375 0.182 -0.214
H 0.654 -0.289 1.334
H -0.856 1.298 -1.739
*
```


Run x
This record from the Open Molecules 2025 dataset describes a cluster of 8 separate species, CH18O8 in total. The level of theory is ωB97M-V with the def2-TZVPD basis set.

Output
Frontier orbital gap, Eh: 0.313
LUMO level, eV: -0.6
HOMO energy, eV: -9.1691
M, g mol⁻¹: 158.15

ORCA input file:
```
! wB97M-V def2-TZVPD RIJCOSX def2/J DEFGRID3
* xyz 0 1
O -1.758 -2.385 -1.533
O -1.066 2.149 0.000
O -3.645 -0.334 -0.188
O 4.916 -0.436 -0.057
O 0.271 3.230 2.118
O -0.168 -0.327 -0.310
O -0.049 0.233 -3.202
O -0.870 -2.766 2.066
C 1.086 -0.427 0.304
H -1.040 -1.976 1.535
H 1.294 0.395 1.014
H -2.959 -1.013 -0.205
H -0.715 1.188 -0.044
H -4.399 -0.746 -0.618
H -0.185 1.182 -3.158
H -1.214 -1.634 -1.239
H 0.074 -2.920 1.972
H 1.163 -1.327 0.921
H -1.112 2.617 -0.845
H 0.088 -0.043 -2.275
H -0.513 2.661 0.644
H 5.198 0.441 -0.334
H 1.140 2.910 2.389
H -0.271 3.170 2.914
H 1.960 -0.300 -0.350
H -1.180 -3.149 -1.461
H 3.955 -0.394 -0.059
*
```


Most stable of them? run x.


Run w
This record from the Open Molecules 2025 dataset describes the molecule C4H13N2O. The level of theory is ωB97M-V with the def2-TZVPD basis set.

Output
Frontier orbital gap (alpha / beta), Eh: 0.135 / 0.401
LUMO level (alpha / beta), eV: 0.9 / 0.7
HOMO energy (alpha / beta), eV: -2.7941 / -10.2648
M, g mol⁻¹: 105.16

ORCA input file:
```
! wB97M-V def2-TZVPD RIJCOSX def2/J DEFGRID3
* xyz 0 2
O -0.777 -2.184 -1.549
N 0.414 1.286 2.134
N -0.152 -1.001 0.777
C 0.217 1.204 -0.395
C 0.777 1.910 0.839
C -0.635 -0.772 -1.625
C 0.311 -0.362 -0.519
H -0.314 1.856 2.557
H -0.810 1.481 -0.653
H 1.368 -0.506 -0.677
H -0.282 -0.300 1.522
H 0.833 1.535 -1.222
H 0.394 2.920 0.827
H 1.166 1.357 2.811
H -1.003 -1.553 0.605
H -1.615 -0.313 -1.530
H -0.149 -0.537 -2.577
H -1.635 -2.563 -1.752
H 1.855 1.906 0.736
H 0.666 -1.573 1.151
*
```


Run x
This record from the Open Molecules 2025 dataset describes the molecule C4H13N2O. The level of theory is ωB97M-V with the def2-TZVPD basis set.

Output
Frontier orbital gap (alpha / beta), Eh: 0.149 / 0.385
LUMO level (alpha / beta), eV: 0.9 / 0.6
HOMO energy (alpha / beta), eV: -3.1888 / -9.9106
M, g mol⁻¹: 105.16

ORCA input file:
```
! wB97M-V def2-TZVPD RIJCOSX def2/J DEFGRID3
* xyz 0 2
O -2.546 0.895 0.955
N 1.837 -0.773 0.053
N -0.292 1.612 -0.159
C -1.830 -0.272 0.499
C -0.391 0.201 0.371
C 0.446 -0.849 -0.426
C 2.814 -0.972 -1.074
H 0.546 1.681 -0.777
H 3.784 -0.804 -0.613
H 2.589 -0.146 -1.753
H 0.074 0.152 1.347
H -0.052 -1.815 -0.236
H 2.768 -1.926 -1.601
H -1.895 -0.987 1.330
H -1.160 1.820 -0.699
H 1.955 -1.631 0.580
H -3.493 0.793 0.918
H -2.327 -0.707 -0.368
H -0.238 2.303 0.625
H 0.303 -0.741 -1.502
*
```


Most stable of them? run w.


Run w
This record from the Open Molecules 2025 dataset describes a structure of composition C9H16N3. The level of theory is ωB97M-V with the def2-TZVPD basis set.

Output
Frontier orbital gap, Eh: 0.286
LUMO level, eV: -3.5
HOMO energy, eV: -11.2494
M, g mol⁻¹: 166.25

ORCA input file:
```
! wB97M-V def2-TZVPD RIJCOSX def2/J DEFGRID3
* xyz 1 1
N -2.124 -1.032 0.675
N -1.425 0.128 0.411
N 1.821 -1.361 0.298
C -3.309 -0.967 0.013
C 1.264 -0.233 -0.283
C 1.044 2.210 -0.253
C 1.694 -2.776 -0.121
C -0.165 0.496 0.968
C 2.127 1.084 -0.381
C -2.062 0.807 -0.583
C 0.036 1.930 0.888
C -3.332 0.125 -0.824
H 2.527 -3.310 0.287
H 0.496 2.389 -1.171
H 0.332 2.254 1.915
H -3.839 -1.826 -0.021
H 3.124 1.074 0.183
H -1.637 1.559 -1.222
H -1.856 -1.794 1.331
H 2.572 1.053 -1.461
H 0.688 -3.227 0.107
H 1.528 3.118 -0.104
H 0.647 -0.404 -1.145
H 1.845 -2.899 -1.312
H 2.691 -1.090 0.700
H -0.903 2.424 0.748
H 0.177 -0.161 1.885
H -3.963 0.427 -1.526
*
```


Run x
This record from the Open Molecules 2025 dataset describes a cluster of 2 separate species, C9H16N3 in total. The level of theory is ωB97M-V with the def2-TZVPD basis set.

Output
Frontier orbital gap, Eh: 0.345
LUMO level, eV: -2.8
HOMO energy, eV: -12.2085
M, g mol⁻¹: 166.25

ORCA input file:
```
! wB97M-V def2-TZVPD RIJCOSX def2/J DEFGRID3
* xyz 1 1
N 1.148 -1.421 1.996
N 1.268 -0.043 0.048
N 2.357 -2.171 0.213
C -1.917 0.489 0.043
C -0.953 2.674 0.425
C -0.811 1.578 -1.798
C 1.559 -1.182 0.735
C -0.549 2.615 -0.899
C -1.621 1.568 0.875
C -1.535 0.508 -1.314
C 2.740 -2.402 -1.218
C -2.683 -0.623 0.602
H 2.672 -3.535 -1.369
H 1.113 -2.373 2.453
H -3.750 -0.589 0.302
H -0.507 1.648 -2.806
H 1.842 -1.997 -1.834
H -0.069 3.533 -1.343
H -2.381 -1.016 1.599
H 0.649 -0.679 2.512
H -1.637 -0.371 -2.010
H 3.694 -2.038 -1.461
H -2.382 -1.646 -0.010
H -2.131 1.638 1.947
H -0.802 3.616 1.075
H 0.663 0.718 0.512
H 2.745 -2.865 0.801
H 1.500 0.043 -0.868
*
```


Most stable of them? run x.


Run w
This record from the Open Molecules 2025 dataset describes the ion C6H16N with charge +1. The level of theory is ωB97M-V with the def2-TZVPD basis set.

Output
Frontier orbital gap, Eh: 0.400
LUMO level, eV: -3.6
HOMO energy, eV: -14.4686
M, g mol⁻¹: 102.20
SMILES: CC(C)C[C@H](C)[NH3+]

ORCA input file:
```
! wB97M-V def2-TZVPD RIJCOSX def2/J DEFGRID3
* xyz 1 1
N 1.974 1.300 -0.329
C -0.576 0.700 -0.379
C -1.204 -0.685 -0.718
C 0.752 0.496 0.449
C 0.613 1.292 1.754
C -0.301 -1.592 -1.496
C -1.664 -1.328 0.609
H -0.367 1.120 -1.294
H -2.799 -1.646 0.495
H 2.398 0.471 -0.902
H -0.119 0.760 2.445
H -1.378 -0.744 1.404
H 2.829 1.553 0.179
H 1.192 -0.439 0.459
H 0.501 -1.046 -2.131
H -1.383 -2.388 0.694
H -0.886 -2.140 -2.200
H 0.245 2.324 1.528
H -1.194 1.419 0.226
H -2.108 -0.339 -1.260
H 1.587 2.071 -0.944
H 0.264 -2.403 -0.941
H 1.626 1.242 2.351
*
```


Run x
This record from the Open Molecules 2025 dataset describes a cluster of 2 separate species, C6H16N in total. The level of theory is ωB97M-V with the def2-TZVPD basis set.

Output
Frontier orbital gap, Eh: 0.245
LUMO level, eV: -7.2
HOMO energy, eV: -13.8444
M, g mol⁻¹: 102.20

ORCA input file:
```
! wB97M-V def2-TZVPD RIJCOSX def2/J DEFGRID3
* xyz 1 1
N 1.870 -0.138 0.011
C 1.575 -0.959 -1.172
C -0.864 -0.365 -1.539
C -1.047 -0.017 -0.115
C -1.557 1.629 1.659
C 0.614 -0.156 -2.056
C -2.018 1.010 0.329
H 0.766 -0.433 -3.097
H -1.135 -1.423 -1.618
H 1.115 -1.947 -1.035
H -2.124 1.750 -0.463
H -2.983 0.505 0.471
H 2.829 -1.496 3.736
H 0.722 0.924 -1.966
H -2.280 2.338 2.056
H -1.481 0.234 -2.207
H -1.434 0.858 2.423
H -0.604 2.145 1.552
H 0.968 -0.052 0.507
H -1.095 -0.925 0.498
H 2.518 -0.624 0.620
H 3.118 -1.709 3.084
H 2.526 -1.148 -1.678
*
```


Most stable of them? run w.


Run w
This record from the Open Molecules 2025 dataset describes a structure of composition C2H4N4O2. The level of theory is ωB97M-V with the def2-TZVPD basis set.

Output
Frontier orbital gap, Eh: 0.313
LUMO level, eV: 0.4
HOMO energy, eV: -8.1193
M, g mol⁻¹: 116.08

ORCA input file:
```
! wB97M-V def2-TZVPD RIJCOSX def2/J DEFGRID3
* xyz 0 1
O -1.401 -0.545 0.739
O -3.024 0.614 -0.314
N 0.050 -0.384 0.816
N 1.505 0.364 -0.904
N -0.816 0.841 -0.963
N 2.479 -0.257 -0.132
C -1.727 0.342 -0.224
C 0.312 0.291 -0.427
H 3.358 -0.008 -0.552
H -3.562 0.046 0.173
H 0.394 -1.345 0.923
H 2.434 0.040 0.865
*
```


Run x
This record from the Open Molecules 2025 dataset describes the molecule C2H4N4O2. The level of theory is ωB97M-V with the def2-TZVPD basis set.

Output
Frontier orbital gap, Eh: 0.359
LUMO level, eV: 0.6
HOMO energy, eV: -9.1291
M, g mol⁻¹: 116.08
SMILES: O/N=c1/[nH]cnn1O

ORCA input file:
```
! wB97M-V def2-TZVPD RIJCOSX def2/J DEFGRID3
* xyz 0 1
O -2.133 -1.586 0.932
O 0.596 -1.789 -0.208
N 0.873 -0.407 0.177
N -0.078 1.656 0.293
N -1.579 -0.240 0.739
N 1.411 0.323 -0.760
C -0.374 0.150 0.673
C 0.871 1.454 -0.874
H 1.181 2.466 -1.301
H -1.091 1.990 -0.325
H 1.621 -2.035 -0.072
H -1.297 -1.982 0.728
*
```


Most stable of them? run w.


Run w
This record from the Open Molecules 2025 dataset describes the molecule C2H4N4O2. The level of theory is ωB97M-V with the def2-TZVPD basis set.

Output
Frontier orbital gap, Eh: 0.350
LUMO level, eV: -0.2
HOMO energy, eV: -9.7026
M, g mol⁻¹: 116.08
SMILES: COn1[nH]nnc1=O

ORCA input file:
```
! wB97M-V def2-TZVPD RIJCOSX def2/J DEFGRID3
* xyz 0 1
O -0.235 1.978 -0.106
O -1.332 -0.737 -0.498
N 0.890 -1.334 -0.069
N 2.037 -0.612 0.127
N -0.178 -0.381 0.037
N 1.783 0.666 0.033
C 0.340 0.896 0.018
C -2.366 -0.207 0.311
H -3.228 -0.695 -0.161
H -2.141 -0.446 1.361
H -2.443 0.884 0.335
H 0.780 -2.187 0.426
*
```


Run x
This record from the Open Molecules 2025 dataset describes the molecule C2H4N4O2. The level of theory is ωB97M-V with the def2-TZVPD basis set.

Output
Frontier orbital gap, Eh: 0.370
LUMO level, eV: -0.1
HOMO energy, eV: -10.2081
M, g mol⁻¹: 116.08
SMILES: CNn1onnc1=O

ORCA input file:
```
! wB97M-V def2-TZVPD RIJCOSX def2/J DEFGRID3
* xyz 0 1
O 1.201 0.628 0.004
O -1.811 -0.394 -1.185
N -0.109 1.104 -1.592
N 0.111 -0.310 0.174
N -0.276 -0.546 1.438
N 0.939 1.409 -1.039
C -0.757 0.057 -0.883
C 0.533 -1.492 2.161
H 0.956 -2.153 1.460
H -0.543 0.322 1.938
H -0.180 -2.034 2.830
H 1.341 -1.005 2.684
*
```


Run y
This record from the Open Molecules 2025 dataset describes the molecule C2H4N4O2. The level of theory is ωB97M-V with the def2-TZVPD basis set.

Output
Frontier orbital gap, Eh: 0.349
LUMO level, eV: 0.4
HOMO energy, eV: -9.1495
M, g mol⁻¹: 116.08
SMILES: [H]/N=c1/c(N)non1O

ORCA input file:
```
! wB97M-V def2-TZVPD RIJCOSX def2/J DEFGRID3
* xyz 0 1
O -0.766 -1.708 0.046
O -2.427 0.001 -0.260
N -0.349 1.683 -0.113
N -1.283 -0.330 0.459
N 0.667 -1.512 -0.299
N 2.232 0.122 0.049
C 0.984 -0.387 0.008
C -0.288 0.419 0.028
H -1.234 2.080 0.144
H 2.450 1.154 -0.243
H -3.111 -0.900 -0.009
H 3.124 -0.622 0.188
*
```


Most stable of them? run x.


Run w
This record from the Open Molecules 2025 dataset describes a cluster of 2 separate species, C3H5N2O in total. The level of theory is ωB97M-V with the def2-TZVPD basis set.

Output
Frontier orbital gap, Eh: 0.264
LUMO level, eV: -7.2
HOMO energy, eV: -14.3875
M, g mol⁻¹: 85.09

ORCA input file:
```
! wB97M-V def2-TZVPD RIJCOSX def2/J DEFGRID3
* xyz 1 1
O -1.990 1.888 -0.364
N 1.216 0.045 0.337
N -1.808 -0.411 0.082
C -1.798 0.781 -0.198
C -1.259 -1.564 0.047
C 1.929 0.878 -0.254
H 1.290 -0.020 1.351
H -0.309 -1.742 -0.452
H -1.764 -2.372 0.565
H 1.871 0.940 -1.336
H 2.620 1.577 0.223
*
```


Run x
This record from the Open Molecules 2025 dataset describes the ion C3H5N2O with charge +1. The level of theory is ωB97M-V with the def2-TZVPD basis set.

Output
Frontier orbital gap, Eh: 0.413
LUMO level, eV: -5.0
HOMO energy, eV: -16.2181
M, g mol⁻¹: 85.09
SMILES: C[n+]1ncco1

ORCA input file:
```
! wB97M-V def2-TZVPD RIJCOSX def2/J DEFGRID3
* xyz 1 1
O 0.933 0.385 0.303
N -0.884 0.246 -0.901
N -0.200 -0.264 0.006
C -0.146 1.291 -1.365
C 0.992 1.328 -0.614
C -0.504 -1.535 1.219
H -0.592 1.896 -2.102
H -1.491 -1.359 1.759
H 0.505 -1.366 1.749
H 1.980 1.918 -0.716
H -0.593 -2.541 0.662
*
```


Most stable of them? run w.


Run w
This record from the Open Molecules 2025 dataset describes the molecule C3H8S. The level of theory is ωB97M-V with the def2-TZVPD basis set.

Output
Frontier orbital gap, Eh: 0.349
LUMO level, eV: 1.0
HOMO energy, eV: -8.4604
M, g mol⁻¹: 76.16
SMILES: CCSC

ORCA input file:
```
! wB97M-V def2-TZVPD RIJCOSX def2/J DEFGRID3
* xyz 0 1
S 0.193 -0.367 -1.470
C 0.850 0.602 -0.050
C -1.609 -0.282 -1.215
C 0.889 -0.090 1.363
H -1.853 -0.176 -2.226
H -1.731 0.475 -0.443
H 1.030 -1.305 1.325
H 0.587 1.645 -0.133
H -0.107 0.126 1.751
H 1.666 0.142 2.077
H -1.945 -1.246 -0.836
H 2.029 0.474 -0.145
*
```


Run x
This record from the Open Molecules 2025 dataset describes a cluster of 2 separate species, C3H8S in total. The level of theory is ωB97M-V with the def2-TZVPD basis set.

Output
Frontier orbital gap, Eh: 0.364
LUMO level, eV: 0.9
HOMO energy, eV: -9.0260
M, g mol⁻¹: 76.16
SMILES: C=C.CS

ORCA input file:
```
! wB97M-V def2-TZVPD RIJCOSX def2/J DEFGRID3
* xyz 0 1
S 0.091 -2.136 0.052
C 1.439 1.330 0.333
C 0.883 2.151 -0.559
C -1.708 -1.596 -0.169
H -1.775 -0.818 0.575
H 2.446 1.395 0.768
H 0.049 1.663 -1.059
H 1.015 0.511 0.900
H 0.141 -1.616 1.289
H -1.838 -1.311 -1.206
H 1.493 2.931 -0.988
H -2.236 -2.505 0.065
*
```


Most stable of them? run w.